Record 1
{"formula": "C9H31BO11P2Si2", "method": "ωB97M-V with the def2-TZVPD basis set", "species": ["C", "C", "Si", "O", "Si", "C", "B", "O", "O", "H", "H", "H", "H", "H", "H", "H", "H", "H", "H", "H", "H", "H", "C", "O", "P", "O", "O", "C", "O", "C", "H", "H", "H", "H", "H", "H", "H", "H", "H", "C", "O", "P", "O", "O", "C", "O", "C", "H", "H", "H", "H", "H", "H", "H", "H", "H"], "coordinates": [[5.536282, -3.663418, -2.930141], [5.320290, -2.318739, -2.168771], [3.607225, -1.559261, -2.347934], [2.352551, -2.690905, -2.264325], [1.198704, -2.179610, -1.125949], [-0.484794, -2.985073, -1.394607], [-1.311626, -2.327601, -2.597106], [-0.724594, -1.400341, -3.423062], [-2.640542, -2.705983, -2.825329], [6.122241, -3.454991, -3.830059], [6.162003, -4.309632, -2.299743], [4.617180, -4.214028, -3.145590], [6.030402, -1.580599, -2.571917], [5.538279, -2.386682, -1.094464], [3.523894, -0.731781, -3.562801], [3.438411, -0.623133, -1.208131], [1.740143, -2.472564, 0.211159], [1.011504, -0.732023, -1.347191], [-1.082019, -2.760367, -0.492741], [-0.429192, -4.072289, -1.550641], [-1.441675, -1.151016, -4.029494], [-2.601430, -3.663536, -2.957695], [-0.540641, 1.495525, -2.151865], [-1.917773, 1.857678, -2.164141], [-2.445371, 3.066463, -1.136736], [-1.106202, 3.439325, -0.556159], [-3.249226, 2.030766, -0.165051], [-3.491935, 0.659807, -0.477552], [-3.249367, 4.361828, -0.390963], [-3.745685, 5.389653, -1.264680], [-0.414794, 0.686981, -2.872166], [0.091013, 2.327864, -2.453943], [-0.253571, 1.124114, -1.169930], [-2.586491, 0.073739, -0.305685], [-3.837352, 0.529876, -1.499450], [-4.268095, 0.298428, 0.196037], [-4.475656, 4.982940, -1.967654], [-2.920656, 5.851895, -1.813522], [-4.232846, 6.147605, -0.655810], [-2.529829, 0.051631, 4.234320], [-1.187895, -0.150376, 3.810483], [0.028391, 0.696119, 4.575640], [-0.748687, 1.403734, 5.642683], [0.327718, 1.646496, 3.291689], [-0.274806, 1.477485, 2.006122], [1.576512, 1.042583, 5.162293], [2.321017, -0.072061, 5.678845], [-3.158756, -0.579944, 3.602935], [-2.669280, -0.247805, 5.270264], [-2.822278, 1.089725, 4.086497], [-1.293314, 1.866836, 2.022738], [-0.269013, 0.434379, 1.694485], [0.296353, 2.053243, 1.280245], [2.482381, -0.824075, 4.903091], [1.794811, -0.521137, 6.525756], [3.288085, 0.292256, 6.017719]], "forces_ev_per_a": [[0.62, 0.31, 0.79], [-0.35, -0.11, -0.42], [0.36, -0.39, 0.12], [0.05, 1.09, 0.73], [-0.17, -0.68, -0.99], [0.18, 0.63, -0.46], [0.59, -0.36, 0.44], [-1.13, -0.34, 0.18], [0.78, -0.07, -0.54], [-0.39, -0.27, -0.08], [-0.15, -0.01, -0.26], [0.11, 0.19, -0.12], [-0.19, -0.04, 0.21], [-0.07, -0.19, -0.24], [-0.16, -0.13, -0.24], [-0.02, -0.01, 0.04], [-0.01, 0.06, 0.17], [-0.02, 0.00, 0.29], [0.14, -0.40, -0.11], [-0.03, 0.18, 0.31], [0.41, 0.21, -0.22], [-0.57, 0.08, 0.34], [0.63, 0.20, -0.54], [-2.62, 1.13, -1.24], [4.87, -1.88, 6.67], [-0.39, 0.28, -1.14], [-0.92, 0.28, -1.08], [0.05, -0.15, 0.18], [-1.38, -0.47, -3.28], [0.03, 0.15, 0.08], [-0.27, 0.20, 0.04], [0.06, 0.02, 0.27], [-0.04, 0.28, 0.10], [-0.01, -0.03, -0.13], [0.08, -0.06, -0.01], [0.03, 0.17, 0.09], [-0.06, 0.13, 0.01], [-0.04, 0.03, 0.01], [0.05, -0.08, 0.08], [-0.45, -0.31, 0.33], [2.46, -1.51, 0.01], [-2.88, 7.02, 0.39], [0.30, -1.29, -0.04], [0.55, -1.22, -0.15], [-0.11, 0.24, -0.17], [-0.39, -3.23, -0.93], [0.06, 0.06, 0.16], [0.24, -0.09, -0.06], [-0.01, 0.21, 0.04], [0.14, 0.05, 0.20], [-0.02, -0.10, -0.11], [-0.08, 0.00, 0.03], [0.05, 0.15, 0.20], [0.11, -0.02, 0.07], [0.07, -0.02, 0.00], [-0.06, 0.09, -0.03]], "mol_weight_g_mol": 444.3, "max_force_ev_per_a": 8.474, "homo_energy_ev": -9.51}

---

Record 2
{"formula": "C4H5N3", "method": "ωB97M-V with the def2-TZVPD basis set", "species": ["C", "C", "C", "C", "H", "H", "H", "H", "H", "N", "N", "N"], "coordinates": [[2.103079, -0.398350, 0.025830], [0.789468, -0.107166, 0.021456], [-1.481952, -0.147644, -0.061020], [0.214011, 1.257891, 0.000915], [2.770651, 0.444054, 0.119976], [2.512912, -1.407441, -0.141448], [-0.401964, -1.932297, -0.017003], [-3.261466, 0.330219, 0.079422], [0.837164, 2.147885, 0.057771], [-0.348839, -0.915078, -0.078646], [-2.674016, -0.526716, 0.070816], [-1.059050, 1.254643, -0.078070]], "forces_ev_per_a": [[-0.73, -0.38, -0.27], [0.32, -0.40, -0.33], [0.09, 1.60, 0.46], [-0.09, -0.55, 0.27], [0.20, -0.10, -0.05], [-0.30, 0.65, 0.35], [0.22, 0.73, 0.01], [0.39, -0.82, -0.02], [-0.25, -0.04, -0.09], [0.68, -0.86, -0.04], [-0.57, 0.46, -0.24], [0.03, -0.30, -0.03]], "de_lowest_ev": 1.248, "mol_weight_g_mol": 95.1, "smiles": "[H]/N=C1\\N=CC(=C)N1", "max_force_ev_per_a": 1.666, "homo_energy_ev": -8.77}

---

Record 3
{"formula": "C3H12O2S2", "method": "ωB97M-V with the def2-TZVPD basis set", "species": ["C", "C", "S", "S", "C", "H", "H", "H", "H", "H", "H", "H", "H", "H", "H", "O", "H", "H", "O"], "coordinates": [[-1.197852, 1.686303, -0.691685], [-0.617768, 1.164769, -2.001150], [0.694974, -0.016719, -1.773317], [-0.084426, -3.181331, -0.696408], [0.736906, -2.314539, 0.650072], [-1.521023, 0.815633, -0.117845], [-0.433836, 2.140174, -0.068361], [-2.082689, 2.307125, -0.801124], [-0.347029, 1.973909, -2.690708], [-1.304493, 0.508087, -2.573961], [0.609631, -2.882080, 1.575547], [0.350878, -1.316629, 0.823430], [1.811391, -2.285181, 0.499375], [0.894846, 0.768978, 1.815892], [0.128595, -2.184027, -1.620395], [-0.540102, 0.704413, 2.461287], [-0.471017, 0.643422, 3.420142], [1.587461, 0.686682, 0.423597], [1.785558, 0.781005, 1.365615]], "forces_ev_per_a": [[-0.16, -1.14, 0.13], [0.07, -0.02, 0.61], [-0.14, 0.50, -0.13], [-0.12, 0.78, -0.19], [0.50, -0.41, 0.67], [-0.06, 0.03, 0.19], [0.00, 0.37, -0.07], [0.18, 0.31, -0.25], [0.22, -0.31, -0.19], [-0.18, 0.25, -0.01], [-0.33, -0.05, -0.19], [-0.15, -0.01, -0.01], [0.07, 0.20, -0.23], [-0.58, 0.08, 0.22], [0.06, -0.45, 0.06], [0.14, -0.11, -0.55], [0.02, -0.01, 0.15], [-0.14, -0.09, 0.22], [0.60, 0.06, -0.41]], "de_lowest_ev": 7.402, "mol_weight_g_mol": 144.3, "max_force_ev_per_a": 1.155, "homo_energy_ev": -8.70}

---

Record 4
{"formula": "C17H47N8O9V", "method": "ωB97M-V with the def2-TZVPD basis set", "species": ["O", "V", "C", "C", "O", "H", "H", "H", "H", "H", "C", "O", "N", "N", "H", "H", "H", "H", "C", "O", "N", "N", "H", "H", "H", "H", "C", "O", "N", "N", "H", "H", "H", "H", "C", "O", "C", "C", "N", "C", "C", "O", "C", "H", "H", "H", "H", "H", "H", "H", "H", "H", "H", "H", "H", "H", "H", "H", "C", "O", "C", "C", "N", "C", "C", "O", "C", "H", "H", "H", "H", "H", "H", "H", "H", "H", "H", "H", "H", "H", "H", "H"], "coordinates": [[2.804977, 2.172850, -2.751363], [3.747641, 1.891514, -1.590976], [2.757783, -0.687321, 1.622894], [2.414931, -0.645447, 0.153207], [2.580231, 0.597696, -0.441742], [3.735089, -0.225785, 1.799448], [2.830443, -1.622797, 2.180409], [2.022180, -0.100515, 2.181431], [1.376426, -0.991495, 0.093228], [3.106762, -1.389362, -0.267834], [-1.060243, 2.366402, 2.212528], [-0.627493, 3.448493, 1.760485], [-0.646672, 1.181151, 1.719115], [-2.042772, 2.220976, 3.124809], [0.046720, 1.172974, 0.992245], [-1.210487, 0.356064, 1.938148], [-2.389976, 1.297397, 3.315630], [-2.427191, 3.102834, 3.420164], [5.685780, -0.651084, -2.429189], [4.718561, 0.154992, -2.434257], [5.564747, -1.935161, -2.095409], [6.895515, -0.200143, -2.811413], [4.631196, -2.287537, -1.958573], [6.338207, -2.529910, -2.338542], [7.663352, -0.825751, -2.639616], [6.914704, 0.780746, -3.020869], [2.249853, 3.953148, 0.311597], [3.180337, 3.601796, -0.468049], [1.641751, 3.117879, 1.152482], [1.749620, 5.206014, 0.345744], [0.759760, 3.421958, 1.690693], [1.890888, 2.152862, 0.969509], [2.330836, 5.941164, -0.021096], [1.078203, 5.374860, 1.074056], [-2.172452, 4.374576, -1.465631], [-1.883493, 3.242760, -2.248183], [-1.332021, 2.162807, -1.524235], [-0.773931, 1.068435, -2.431081], [-1.769909, 0.270475, -3.123005], [-1.286117, -0.972052, -3.788718], [-0.383130, -1.873938, -2.961977], [-0.184364, -3.093743, -3.642565], [0.293164, -4.145564, -2.860046], [-1.444318, 4.500455, -0.652270], [-3.078587, 4.246924, -0.856682], [-2.280892, 5.303343, -2.017409], [-2.074015, 1.785599, -0.811135], [-0.529989, 2.611094, -0.921037], [-0.270933, 0.384326, -1.720059], [0.094222, 1.366540, -3.021196], [-2.385454, -0.197635, -2.452026], [-0.691232, -0.548222, -4.606253], [-2.166139, -1.408184, -4.258543], [-0.758619, -1.900137, -1.934195], [0.572009, -1.332019, -2.959236], [-0.474030, -4.918813, -2.731034], [0.562382, -4.000679, -1.804978], [1.168843, -4.666823, -3.256174], [-1.875140, -2.427788, 5.727664], [-1.407162, -1.225608, 5.137186], [-0.489535, -1.332082, 4.071253], [-1.138309, -1.897347, 2.818247], [-2.341111, -1.148980, 2.468128], [-2.968005, -1.661302, 1.224457], [-2.848263, -0.677978, 0.049604], [-3.130772, -1.361248, -1.173401], [-4.352557, -2.045368, -1.380454], [-2.479751, -3.045216, 5.065640], [-2.297989, -2.166081, 6.695326], [-0.943051, -2.911336, 6.053157], [0.281599, -2.071309, 4.326565], [-0.024425, -0.368490, 3.884241], [-1.323203, -2.980895, 2.849512], [-0.459793, -1.901241, 1.957608], [-2.990654, -1.125320, 3.241050], [-4.010721, -1.675742, 1.563462], [-2.825086, -2.729580, 1.048756], [-1.830943, -0.324479, -0.106629], [-3.547070, 0.153169, 0.160645], [-4.674352, -1.929239, -2.415937], [-5.220389, -1.720420, -0.800821], [-4.165932, -3.107126, -1.206516]], "forces_ev_per_a": [[0.32, 0.15, -0.55], [-3.21, -2.18, 2.17], [0.32, 1.36, 1.36], [0.93, -1.09, 0.03], [1.10, 2.31, -0.53], [-0.05, 0.19, -0.11], [-0.31, -0.49, -0.76], [0.08, 0.19, 0.10], [-0.03, -0.04, -0.67], [-0.40, -0.16, -0.64], [-0.49, -0.79, -1.15], [-1.97, 0.27, 1.66], [0.47, -0.22, 0.10], [0.65, 1.37, -0.28], [-0.15, -0.06, -0.20], [0.26, 0.04, -0.11], [-0.31, 0.19, 0.32], [-0.49, -0.42, 0.41], [-0.20, 1.33, -0.36], [-0.25, 0.53, 0.77], [0.01, 0.24, -0.10], [-0.74, -0.90, 0.50], [0.12, -0.20, 0.01], [-0.34, -0.46, 0.13], [0.59, 0.72, -0.32], [0.74, -0.07, -0.10], [-1.48, -0.69, 1.32], [1.37, -0.76, -1.14], [1.89, -0.01, -0.56], [0.91, 0.01, -0.56], [0.89, -0.73, -1.00], [-0.04, -0.12, 0.23], [-0.28, 0.17, 0.05], [0.01, 0.44, -0.07], [-0.18, -0.46, 1.58], [-0.17, 0.36, -0.79], [0.16, 0.95, -0.42], [0.30, -1.31, 1.52], [-0.72, -1.15, -0.06], [0.61, 2.18, -1.16], [0.31, 1.12, -0.63], [-0.11, -0.02, 0.63], [-0.10, -1.71, 0.92], [0.52, 0.19, -0.38], [-0.40, -0.18, -0.39], [0.19, -0.29, -0.49], [-0.08, -0.25, -0.11], [0.29, -0.44, 0.10], [0.23, 0.23, 0.43], [-0.53, 0.49, -0.60], [-0.08, 1.21, 0.27], [0.09, -0.64, -0.33], [0.10, -0.52, 0.32], [-0.07, -0.77, 0.02], [0.18, -0.17, 0.49], [-0.16, -0.01, -0.46], [-0.01, 1.18, -0.11], [-0.03, 0.36, -0.59], [2.10, 0.33, 0.56], [-0.70, 1.21, -0.32], [-0.03, -1.70, -0.01], [-0.16, -0.10, -0.53], [0.89, -0.18, -0.87], [-1.85, 1.03, 1.84], [-0.45, -1.84, -0.57], [0.05, 0.39, -0.17], [-0.21, -0.42, -0.01], [-0.15, -0.02, 0.18], [-0.78, 0.11, -0.40], [-0.28, -0.88, -0.34], [0.31, 0.26, 0.22], [-0.19, 0.17, 0.19], [-0.31, -0.01, 0.71], [0.28, 0.67, 0.05], [0.06, -0.25, 0.05], [-0.32, 0.05, -0.76], [0.92, 0.16, -0.45], [-0.01, 0.13, 0.25], [0.15, 0.18, 0.26], [0.38, 0.10, -0.11], [0.33, 0.24, 0.43], [-0.30, -0.07, 0.08]], "de_lowest_ev": 0.000, "multiplicity": 2, "total_charge": 1, "mol_weight_g_mol": 558.6, "max_force_ev_per_a": 4.442, "homo_energy_ev": [-9.98, -9.98]}